(1)
Computed, not measured: C4H7FO in the gas phase, with ωB97M-V with the def2-TZVPD basis set.

Properties
* SMILES: C[C@H](O)/C=C/F
* Kohn-Sham gap: 0.4009 hartree
* highest occupied orbital energy: -9.90 eV
* charge: 0
* multiplicity: 1

CARTESIAN COORDINATES (ANGSTROEM)
1 C -1.471 -0.455 -0.383
2 C -0.391 0.303 0.387
3 O -0.677 1.691 0.507
4 C 0.970 0.043 -0.279
5 C 1.949 -0.459 0.416
6 F 3.173 -0.590 -0.100
7 H -2.382 -0.531 0.171
8 H -1.179 -1.488 -0.606
9 H -1.638 0.052 -1.312
10 H -0.259 -0.074 1.441
11 H -0.961 1.869 -0.388
12 H 1.059 0.310 -1.340
13 H 1.807 -0.671 1.484

***

(2)
Computed, not measured: C4H7FO in the gas phase, with ωB97M-V with the def2-TZVPD basis set.

Properties
* SMILES: OC[C@@H]1C[C@@H]1F
* Kohn-Sham gap: 0.4002 hartree
* highest occupied orbital energy: -9.91 eV
* charge: 0
* multiplicity: 1

CARTESIAN COORDINATES (ANGSTROEM)
1 O 1.095 -2.060 -0.947
2 C 0.471 -0.754 -0.960
3 C 0.566 0.031 0.321
4 C -0.626 -0.058 1.304
5 C -0.256 1.248 0.660
6 F -1.175 1.784 -0.141
7 H 0.735 -2.778 -1.351
8 H -0.530 -0.714 -1.416
9 H 0.967 -0.076 -1.643
10 H 1.634 -0.088 0.650
11 H -1.596 -0.356 0.880
12 H -0.533 -0.265 2.355
13 H 0.208 1.900 1.420

***

(3)
Computed, not measured: C4H7FO2S in the gas phase, with ωB97M-V with the def2-TZVPD basis set.

Properties
* SMILES: CC/C=C\S(=O)(=O)F
* Kohn-Sham gap: 0.3806 hartree
* highest occupied orbital energy: -11.24 eV
* charge: 0
* multiplicity: 1

CARTESIAN COORDINATES (ANGSTROEM)
1 C -0.113 -0.247 -1.924
2 C 0.743 -0.783 -0.674
3 C 1.128 0.400 0.070
4 C 0.679 0.828 1.222
5 S -1.105 0.293 1.685
6 O -1.436 0.809 2.951
7 O -1.974 0.579 0.565
8 F -1.799 -1.433 1.930
9 H -0.672 0.513 -1.608
10 H 0.480 0.172 -2.637
11 H -0.563 -1.055 -2.404
12 H 1.710 -1.260 -0.863
13 H 0.129 -1.337 0.031
14 H 1.912 0.894 -0.335
15 H 0.881 1.627 1.991

***

(4)
Computed, not measured: C4H7FOS in the gas phase, with ωB97M-V with the def2-TZVPD basis set.

Properties
* SMILES: C[C@]1(S)[C@H](O)[C@@H]1F
* Kohn-Sham gap: 0.3674 hartree
* highest occupied orbital energy: -9.23 eV
* charge: 0
* multiplicity: 1

CARTESIAN COORDINATES (ANGSTROEM)
1 C 1.049 0.953 0.326
2 C -0.275 0.237 0.450
3 S -1.133 0.624 1.930
4 C -0.421 -1.100 -0.234
5 O 0.636 -1.711 -0.907
6 C -1.042 0.090 -0.859
7 F -0.302 0.517 -1.956
8 H 1.675 0.771 1.220
9 H 0.897 2.024 0.251
10 H 1.652 0.614 -0.527
11 H -0.404 -0.135 2.797
12 H -1.052 -1.847 0.229
13 H 0.840 -1.233 -1.708
14 H -2.120 0.196 -1.012